{"formula": "C56H63BrClN4OP3PdSe2", "method": "wB97M-V/def2-TZVPD", "symbols": ["Pd", "Se", "P", "C", "C", "C", "C", "C", "C", "C", "C", "C", "C", "C", "C", "C", "C", "N", "N", "N", "P", "Se", "C", "C", "C", "C", "C", "C", "C", "C", "C", "C", "C", "C", "H", "H", "H", "H", "H", "H", "H", "H", "H", "H", "H", "H", "H", "H", "H", "H", "H", "H", "H", "H", "Br", "C", "C", "C", "N", "C", "C", "H", "H", "H", "H", "Cl", "C", "C", "C", "C", "C", "C", "C", "H", "H", "H", "H", "H", "H", "O", "P", "C", "C", "C", "C", "C", "C", "C", "C", "C", "C", "C", "C", "C", "C", "C", "C", "C", "C", "H", "H", "H", "H", "H", "H", "H", "H", "H", "H", "H", "H", "H", "H", "H", "H", "H", "H", "H", "H", "H", "H", "H", "H", "H", "H", "H", "H", "H", "H", "H", "H", "H"], "xyz": [[0.29954, -1.06637, -2.35575], [1.04617, -4.60033, 3.99070], [0.17828, -2.74829, 3.49698], [-1.60127, -2.66642, 3.83276], [-2.02641, -2.88550, 5.14370], [-3.37505, -2.84696, 5.44921], [-4.31180, -2.59938, 4.45008], [-3.89393, -2.38300, 3.14761], [-2.53732, -2.41058, 2.84089], [0.84094, -1.35989, 4.46965], [2.07512, -1.47456, 5.08950], [2.60949, -0.39044, 5.77538], [1.90912, 0.80333, 5.84374], [0.66700, 0.91715, 5.22883], [0.13415, -0.16132, 4.54491], [0.38921, -2.16294, 1.79574], [0.04817, -2.52361, 0.47873], [0.55526, -1.54311, -0.30550], [1.18319, -0.67226, 0.44524], [1.09008, -1.01209, 1.70724], [-0.73305, -3.82809, -0.49166], [-0.17827, -3.54502, -2.56369], [-0.30509, -5.47110, 0.10077], [0.45087, -6.33324, -0.69055], [0.71861, -7.61783, -0.24592], [0.23505, -8.04282, 0.98463], [-0.51373, -7.18467, 1.77526], [-0.78734, -5.90000, 1.33402], [-2.53165, -3.69600, -0.31523], [-3.35997, -4.79291, -0.10885], [-4.73828, -4.62218, -0.08759], [-5.29137, -3.36677, -0.28748], [-4.46514, -2.26973, -0.50272], [-3.09127, -2.43569, -0.51103], [-1.29746, -3.09264, 5.91808], [-3.69980, -3.01371, 6.46815], [-5.36658, -2.57433, 4.69302], [-4.61358, -2.18758, 2.36192], [-2.21713, -2.21020, 1.82750], [2.61169, -2.41344, 5.03174], [3.57608, -0.48225, 6.25384], [2.32695, 1.64714, 6.37868], [0.11524, 1.84794, 5.28255], [-0.82446, -0.06349, 4.04945], [0.82387, -5.99415, -1.64819], [1.30498, -8.28714, -0.86168], [0.44858, -9.04642, 1.32993], [-0.87352, -7.50018, 2.74546], [-1.37933, -5.24339, 1.95861], [-2.94234, -5.78129, 0.02704], [-5.37859, -5.47877, 0.07802], [-6.36674, -3.24202, -0.28228], [-4.88744, -1.28683, -0.67047], [-2.44137, -1.58758, -0.68128], [7.55960, -1.50390, -2.91773], [5.67868, -1.40128, -2.77375], [4.96723, -2.46334, -2.24636], [3.58857, -2.33238, -2.16067], [2.93405, -1.24601, -2.55477], [3.63715, -0.23957, -3.06186], [5.01670, -0.26243, -3.19701], [5.46293, -3.36197, -1.90840], [2.97745, -3.13200, -1.75426], [3.06299, 0.63076, -3.36530], [5.55269, 0.57934, -3.61235], [-2.84344, -0.78248, -3.34515], [-2.13674, 0.56741, -4.18997], [-2.91349, 1.69245, -4.41105], [-2.37284, 2.77165, -5.09485], [-1.06377, 2.70402, -5.54859], [-0.30113, 1.57241, -5.30150], [-0.81261, 0.47114, -4.61384], [0.01602, -0.73063, -4.32668], [-3.93668, 1.71257, -4.05916], [-2.97778, 3.65001, -5.28113], [-0.63465, 3.53633, -6.09362], [0.72537, 1.52952, -5.64583], [1.00772, -0.60556, -4.77268], [-0.46711, -1.59489, -4.79146], [0.47222, 1.08899, -2.11351], [0.24252, 2.31757, -1.25878], [1.43590, 2.37934, 0.11333], [2.82379, 1.90646, -0.37160], [3.90537, 2.18593, 0.68288], [3.31442, 2.08579, 2.08612], [2.28287, 3.20644, 2.30351], [1.59804, 3.62778, 0.99031], [0.32354, 3.74116, -2.39201], [1.62302, 3.75127, -3.23038], [2.60423, 4.79975, -2.71785], [2.02161, 6.21381, -2.87847], [0.48925, 6.21285, -2.76643], [0.02254, 5.13018, -1.79697], [-1.45967, 2.31231, -0.58702], [-1.81391, 0.89840, -0.08914], [-3.10013, 0.93137, 0.72919], [-2.88602, 1.71211, 2.03940], [-1.77091, 2.75624, 1.89165], [-1.80902, 3.36789, 0.49254], [1.04673, 1.58103, 0.75403], [3.09302, 2.38907, -1.31515], [2.75369, 0.83771, -0.56171], [4.33416, 3.18418, 0.54211], [4.72591, 1.47763, 0.55196], [4.09638, 2.14589, 2.84507], [2.83859, 1.10779, 2.20632], [2.75851, 4.08019, 2.75633], [1.51907, 2.86429, 3.00769], [2.20564, 4.36850, 0.46308], [0.65409, 4.11174, 1.22626], [-0.49488, 3.48264, -3.07583], [1.36491, 3.98358, -4.26548], [2.06417, 2.75453, -3.25721], [3.55573, 4.72088, -3.24730], [2.82808, 4.60246, -1.66575], [2.31594, 6.62864, -3.84520], [2.44660, 6.87262, -2.11751], [0.03759, 6.02284, -3.74522], [0.13221, 7.19364, -2.44808], [-1.04612, 5.22556, -1.60028], [0.53174, 5.27135, -0.84176], [-2.06949, 2.50651, -1.47860], [-1.01205, 0.49774, 0.53757], [-1.89078, 0.23938, -0.95345], [-3.43120, -0.08408, 0.95352], [-3.89582, 1.39185, 0.13333], [-2.64587, 1.02059, 2.85061], [-3.81494, 2.21102, 2.32639], [-0.79347, 2.29348, 2.06155], [-1.87786, 3.53367, 2.65140], [-1.16488, 4.23931, 0.43094], [-2.82037, 3.73993, 0.30179]], "lowdin_charge": [0.584, 0.309, 0.523, -0.358, -0.089, -0.072, -0.075, -0.067, -0.083, -0.359, -0.098, -0.075, -0.084, -0.086, -0.086, -0.378, -0.384, -0.163, -0.042, 0.027, 0.690, 0.482, -0.352, -0.098, -0.071, -0.068, -0.089, -0.153, -0.347, -0.065, -0.065, -0.076, -0.091, -0.157, 0.108, 0.105, 0.104, 0.095, 0.069, 0.063, 0.104, 0.103, 0.102, 0.095, 0.055, 0.106, 0.107, 0.110, 0.092, 0.104, 0.107, 0.107, 0.107, 0.047, 0.750, -0.692, -0.100, -0.130, 0.047, -0.141, -0.102, 0.103, 0.091, 0.097, 0.102, 0.741, -0.595, -0.118, -0.103, -0.108, -0.056, -0.330, -0.289, 0.101, 0.101, 0.103, 0.114, 0.053, 0.029, -0.382, 0.853, -0.336, -0.195, -0.179, -0.190, -0.175, -0.186, -0.321, -0.186, -0.190, -0.186, -0.190, -0.185, -0.312, -0.209, -0.175, -0.175, -0.192, -0.177, 0.082, 0.088, 0.073, 0.111, 0.110, 0.107, 0.097, 0.110, 0.091, 0.101, 0.084, 0.099, 0.109, 0.080, 0.113, 0.089, 0.107, 0.107, 0.112, 0.109, 0.110, 0.097, 0.120, 0.094, 0.047, 0.077, 0.119, 0.092, 0.110, 0.095, 0.115, 0.072, 0.122], "relative_energy_kj_mol": 0.0, "e_homo_ha": -0.279, "lumo_energy_ev": 0.345}